No. 1
11 unconnected molecules or ions with the total composition C61H41Cl3O40 in a non-equilibrium geometry. Source: OMol25; level of theory: wB97M-V/def2-TZVPD.

The geometry in XYZ format:
```
145
C61H41Cl3O40, DFT wB97M-V/def2-TZVPD
O -19.0655 -29.9263 0.9806
C -19.1388 -28.7581 0.6634
C -19.4986 -27.6925 1.5952
C -19.3589 -26.4049 1.2823
O -19.7640 -25.4138 2.0881
C -18.8048 -25.9231 -0.0845
O -18.4756 -24.7861 -0.2246
C -18.2998 -27.0245 -0.9694
C -18.6295 -28.2986 -0.6886
O -18.2930 -29.3552 -1.5070
H -19.6788 -27.9140 2.6403
H -19.6978 -24.5819 1.5744
H -17.8561 -26.7440 -1.9099
H -18.3945 -30.1478 -0.9146
O -17.7120 -14.1099 -9.5357
C -17.9348 -15.2746 -9.8492
C -17.9648 -16.3835 -8.8977
C -18.1308 -17.6613 -9.3560
O -18.1550 -18.7238 -8.5086
C -18.3588 -17.9553 -10.7928
O -18.8064 -19.1073 -11.0696
C -18.2275 -16.8811 -11.7498
C -18.1247 -15.6164 -11.3186
O -18.2679 -14.5941 -12.1628
H -17.9090 -16.0958 -7.8522
H -18.1975 -19.5445 -9.0601
H -18.2875 -17.1319 -12.7949
H -18.0338 -13.7818 -11.6617
O -21.0751 -26.6112 -3.6479
C -20.4892 -27.1762 -4.6253
C -19.8362 -28.4331 -4.4478
C -19.2428 -29.0369 -5.5060
O -18.6720 -30.2154 -5.4374
C -19.1239 -28.3763 -6.8739
O -18.4969 -28.9942 -7.7168
C -19.6668 -26.9666 -6.9871
C -20.3176 -26.4668 -5.9291
O -20.9438 -25.2708 -5.9166
H -19.8736 -28.7158 -3.4325
H -18.4878 -30.5870 -6.3201
H -19.4949 -26.3850 -7.8770
H -21.4128 -25.2190 -5.0389
O -21.5370 -25.0104 -0.3187
C -22.4118 -24.7831 -1.1362
C -22.1546 -23.9863 -2.3208
C -23.0668 -23.8648 -3.2808
O -22.8655 -23.0636 -4.3941
C -24.3351 -24.6285 -3.2580
O -25.1360 -24.4191 -4.2067
C -24.7017 -25.3152 -2.0171
C -23.7832 -25.4333 -1.0182
O -24.0424 -26.0806 0.1082
H -21.1473 -23.5973 -2.3977
H -23.6909 -23.0211 -4.9420
H -25.5668 -25.9409 -2.0372
H -23.3915 -25.9386 0.7897
O -24.0470 -21.7095 -6.5548
C -23.6092 -20.9147 -7.3971
C -24.3796 -20.3596 -8.4743
C -23.8596 -19.4075 -9.2507
O -24.6085 -18.9771 -10.2555
C -22.5163 -18.8015 -9.0068
O -22.2047 -17.7781 -9.6328
C -21.6696 -19.4482 -8.0032
C -22.1855 -20.4765 -7.2472
O -21.5035 -21.2306 -6.3680
H -25.4464 -20.5422 -8.4822
H -24.1888 -18.2310 -10.6719
H -20.6681 -19.0117 -7.8666
H -21.9701 -22.0323 -6.0407
O -15.0605 -25.4437 4.0263
C -15.2113 -24.3702 3.4418
C -15.2907 -23.0990 4.1600
C -15.6529 -21.9894 3.4707
O -15.8090 -20.8157 4.0722
C -15.7538 -21.9540 1.9584
O -16.0303 -20.8913 1.3868
C -15.5140 -23.2045 1.2780
C -15.3160 -24.3401 1.9687
O -15.0465 -25.5409 1.4209
H -15.1445 -23.0817 5.2253
H -15.9338 -20.0611 3.5002
H -15.5406 -23.1285 0.1975
H -14.9688 -26.1916 2.1615
O -15.3229 -12.9924 -3.0687
C -15.6663 -14.1310 -2.6204
C -16.8556 -14.3954 -1.8495
C -17.1381 -15.6612 -1.4986
O -18.2664 -15.9506 -0.8090
C -16.2082 -16.8191 -1.8194
O -16.4808 -17.9701 -1.3809
C -15.1471 -16.5810 -2.7301
C -14.8439 -15.3156 -3.1161
O -13.8327 -15.0462 -3.9195
H -17.5780 -13.6179 -1.7779
H -18.2277 -16.8792 -0.4958
H -14.5164 -17.4376 -2.9331
H -13.8964 -14.0933 -4.0811
O -15.3132 -25.3774 -6.2776
C -15.8360 -24.4261 -6.9281
C -17.2282 -24.1259 -6.9451
C -17.6499 -23.1326 -7.8109
O -18.9053 -22.8219 -7.9702
C -16.7470 -22.2427 -8.6446
O -17.3168 -21.3850 -9.3310
C -15.3325 -22.5387 -8.5926
C -14.9362 -23.5668 -7.8689
O -13.6594 -24.0018 -7.8406
H -17.9017 -24.7556 -6.3986
H -18.9531 -22.0090 -8.5429
H -14.7062 -22.0020 -9.3134
H -13.6095 -24.8230 -7.2543
O -15.5645 -19.5828 -7.0199
C -15.2984 -18.6058 -7.7205
C -14.8335 -18.7600 -9.1020
C -14.3303 -17.6635 -9.7597
O -13.8148 -17.6887 -10.9687
C -14.3822 -16.2605 -9.1802
O -13.9160 -15.3329 -9.8206
C -15.0476 -16.1028 -7.8692
C -15.3802 -17.2195 -7.1537
O -15.9953 -17.1415 -5.9465
H -14.7957 -19.7683 -9.4179
H -13.6166 -16.8199 -11.3449
H -15.2246 -15.1007 -7.5063
H -16.1472 -17.9940 -5.5071
O -18.9572 -23.9793 -3.0908
C -18.5916 -22.8540 -3.4138
C -18.8752 -22.2130 -4.6961
C -18.2001 -21.1091 -5.1208
O -18.2457 -20.6283 -6.3364
C -17.4310 -20.3149 -4.0480
O -16.8500 -19.2984 -4.4234
C -17.3667 -20.8291 -2.6790
C -17.7798 -22.0925 -2.4094
O -17.5290 -22.7090 -1.2569
H -19.5683 -22.7497 -5.3466
H -17.5648 -19.9270 -6.3006
H -16.8735 -20.2386 -1.9003
H -17.8976 -23.5990 -1.1879
Cl -20.7827 -15.9940 -3.0129
C -21.1099 -17.2832 -4.1202
Cl -21.1983 -18.9056 -3.3625
Cl -19.6949 -17.2501 -5.2518
H -22.0724 -17.0911 -4.5937
```

The total charge is 0. For the relative energy (zero: lowest compared OMol25 entry of this formula, charge and spin), the calculation gives 0.0 kJ/mol. The HOMO-LUMO gap comes out at 7.42 eV. The HOMO energy is -0.33970 Ha. Its structure (SMILES) is O=C1C=C(O)C(=O)C=C1O.O=C1C=C(O)C(=O)C=C1O.O=C1C=C(O)C(=O)C=C1O.O=C1C=C(O)C(=O)C=C1O.O=C1C=C(O)C(=O)C=C1O.O=C1C=C(O)C(=O)C=C1O.O=C1C=C(O)C(=O)C=C1O.O=C1C=C(O)C(=O)C=C1O.O=C1C=C(O)C(=O)C=C1O.O=C1C=C(O)C(=O)C=C1O.ClC(Cl)Cl.

No. 2
2 unconnected molecules or ions with the total composition C3H4NO in a non-equilibrium geometry. Source: OMol25; level of theory: wB97M-V/def2-TZVPD.

The geometry in XYZ format:
```
9
C3H4NO, DFT wB97M-V/def2-TZVPD
C 0.0237 -0.4869 0.7103
C -0.8210 0.6917 -1.5918
C 0.1102 -1.2503 1.9370
N 0.1883 -1.8399 2.9061
O -1.8491 0.4103 -1.9196
H 0.3745 -1.1276 -0.1008
H 0.1578 1.1397 -1.4990
H 0.6556 0.3940 0.8230
H -1.0273 -0.2118 0.6000
```

The total charge is +1. For the relative energy (zero: lowest compared OMol25 entry of this formula, charge and spin), the calculation gives 237.1 kJ/mol. The HOMO-LUMO gap comes out at 7.84 eV. The HOMO energy is -0.57635 Ha.

No. 3
8 unconnected molecules or ions with the total composition C16H48O8 in a non-equilibrium geometry. Source: OMol25; level of theory: wB97M-V/def2-TZVPD.

The geometry in XYZ format:
```
72
C16H48O8, DFT wB97M-V/def2-TZVPD
C -23.4739 27.5024 31.2409
C -24.8265 27.9380 30.8909
O -25.2605 27.2983 29.6973
H -23.3491 26.5297 31.7167
H -22.9855 28.1314 31.9852
H -22.8216 27.4134 30.3722
H -24.9558 29.0114 30.7523
H -25.4157 27.5180 31.7061
H -24.6466 27.3990 28.9661
C -26.3054 25.3670 20.1979
C -26.3874 26.7823 19.5869
O -25.2213 26.8898 18.7834
H -27.1190 25.2029 20.9045
H -25.3266 25.2610 20.6658
H -26.2860 24.6262 19.3986
H -26.2629 27.4990 20.3987
H -27.2665 27.0749 19.0128
H -24.8377 27.7643 18.8824
C -27.6397 25.1499 24.6154
C -26.6486 25.6988 25.7091
O -27.3824 25.8774 26.8348
H -27.4291 25.2351 23.5494
H -28.5609 25.7228 24.7218
H -28.0110 24.2392 25.0853
H -26.1760 26.6441 25.4421
H -25.8340 24.9989 25.8954
H -26.7920 26.1276 27.5493
C -22.9254 27.3239 22.7675
C -23.1741 26.1933 23.7901
O -21.8689 25.5802 24.1826
H -22.0048 27.8982 22.6640
H -23.6051 28.0987 23.1221
H -23.2121 26.9815 21.7732
H -23.8855 25.4082 23.5337
H -23.6100 26.6259 24.6907
H -21.9554 25.1492 25.0360
C -30.1142 28.6058 24.9719
C -30.1502 29.4516 26.2617
O -31.4690 29.5112 26.8696
H -29.1070 28.5738 24.5562
H -30.7778 29.1274 24.2822
H -30.5016 27.6035 25.1548
H -29.9126 30.4764 25.9766
H -29.4450 29.1248 27.0259
H -31.3537 30.3095 27.3902
C -30.2968 22.9508 24.1213
C -31.5318 23.2952 23.2627
O -32.1242 22.1836 22.5376
H -30.2688 21.9056 24.4293
H -30.2534 23.4764 25.0752
H -29.3798 23.2274 23.6011
H -31.4027 24.0172 22.4564
H -32.3818 23.6481 23.8467
H -32.7201 21.6319 23.0496
C -30.1157 23.2935 29.8796
C -28.9575 23.7174 28.9150
O -29.5261 23.8668 27.5790
H -30.5906 22.3835 29.5128
H -30.8079 24.1355 29.8724
H -29.7213 23.1905 30.8906
H -28.2845 22.8639 28.8328
H -28.4581 24.6446 29.1961
H -29.1319 24.6941 27.2930
C -25.0293 22.3211 26.8368
C -23.6813 21.7433 26.5108
O -22.8987 22.4576 25.5761
H -24.8797 23.3597 27.1318
H -25.6949 21.7530 27.4866
H -25.5384 22.5057 25.8908
H -23.8264 20.7127 26.1867
H -23.1253 21.8108 27.4459
H -23.0864 22.1350 24.6916
```

The total charge is 0. For the relative energy (zero: lowest compared OMol25 entry of this formula, charge and spin), the calculation gives 437.1 kJ/mol. The HOMO-LUMO gap comes out at 10.07 eV. The HOMO energy is -0.36342 Ha. Its structure (SMILES) is CCO.CCO.CCO.CCO.CCO.CCO.CCO.CCO.

No. 4
9 unconnected molecules or ions with the total composition C24H69N15O12 in a non-equilibrium geometry. Source: OMol25; level of theory: wB97M-V/def2-TZVPD.

The geometry in XYZ format:
```
120
C24H69N15O12, DFT wB97M-V/def2-TZVPD
C -3.2479 1.8079 -4.2379
O -3.3985 2.9123 -3.3892
C -4.5726 3.7081 -3.3948
C -4.5736 4.9055 -2.4958
N -4.5008 4.4600 -1.1369
C -4.5184 5.5660 -0.0795
C -5.7811 6.4855 0.0945
O -6.2501 6.5638 1.4628
C -6.9311 7.8498 1.7309
H -4.1350 1.6281 -4.8452
H -3.0677 0.9549 -3.5836
H -2.4298 1.8140 -4.9582
H -5.4035 3.1091 -3.0223
H -4.7802 3.9989 -4.4246
H -5.4385 5.5657 -2.4305
H -3.8182 5.6588 -2.7194
H -3.6002 4.0190 -1.0158
H -3.5684 6.1000 -0.0607
H -4.4897 4.9082 0.7891
H -6.5628 6.0548 -0.5313
H -5.6023 7.4170 -0.4425
H -7.6994 8.2085 1.0459
H -6.1641 8.6242 1.7413
H -7.4311 7.7960 2.6979
C 2.3533 4.8497 -4.9792
O 3.3086 5.6273 -4.2725
C 2.7222 6.1117 -3.0358
C 2.2572 5.0785 -1.9789
N 3.2743 4.0881 -1.7995
C 4.2367 4.4778 -0.7841
C 5.4918 5.3557 -1.2311
O 6.0660 5.0661 -2.5248
C 7.2315 5.8710 -2.9097
H 2.1196 3.9272 -4.4477
H 2.8691 4.7380 -5.9330
H 1.5016 5.4937 -5.1980
H 1.9106 6.7940 -3.2888
H 3.5237 6.8117 -2.7995
H 1.3443 4.6294 -2.3700
H 2.0140 5.5755 -1.0398
H 3.7823 4.1631 -2.6691
H 4.6089 3.5301 -0.3951
H 3.8172 4.9600 0.0988
H 6.2833 5.0307 -0.5559
H 5.3346 6.4231 -1.0761
H 7.2002 6.8049 -2.3484
H 7.4225 6.0046 -3.9745
H 8.0655 5.3554 -2.4337
C 3.2154 -5.8932 8.8900
O 3.3227 -4.5385 8.3236
C 2.2869 -4.2138 7.2789
C 2.5439 -4.8654 5.8972
N 3.9904 -4.7608 5.6102
C 4.3374 -3.5701 4.7721
C 4.7425 -3.8911 3.2903
O 6.0669 -4.3329 3.3898
C 6.1928 -5.7164 3.6341
H 4.1892 -6.0139 9.3648
H 3.0322 -6.6792 8.1574
H 2.3949 -5.9125 9.6073
H 2.3117 -3.1244 7.2527
H 1.3095 -4.4385 7.7060
H 2.0510 -4.4103 5.0381
H 2.2528 -5.9158 5.8939
H 4.4770 -4.5647 6.4733
H 5.2847 -3.2206 5.1828
H 3.6635 -2.7193 4.8724
H 4.7136 -3.0015 2.6611
H 4.0578 -4.6143 2.8473
H 5.4513 -6.3448 3.1409
H 6.0320 -6.0614 4.6555
H 7.1132 -6.1302 3.2221
N -1.3511 -1.2049 0.6941
C -0.7007 -0.2132 1.1616
N 0.2408 0.0701 0.4645
O -1.0583 0.3423 2.1515
H -2.2185 -1.2383 1.2104
H -1.2838 -1.5050 -0.2679
H 0.6218 0.9959 0.3304
H 0.5515 -0.6977 -0.1136
N -4.7162 -3.6817 -2.5033
C -4.9440 -4.1514 -3.6733
N -5.5266 -3.2339 -4.3467
O -4.6993 -5.2918 -3.9117
H -5.1456 -2.8169 -2.2067
H -4.2516 -4.2855 -1.8402
H -5.7648 -2.3634 -3.8932
H -5.9008 -3.4536 -5.2587
N -3.5148 -7.5250 3.6680
C -2.7998 -6.6612 3.0001
N -2.7656 -5.4410 3.4084
O -2.0688 -7.0577 2.2558
H -4.4492 -7.8069 3.4081
H -2.8546 -8.2870 3.7270
H -2.3354 -4.7019 2.8712
H -3.4528 -5.3451 4.1423
N 3.7136 -0.2043 -3.9463
C 4.9505 -0.4026 -4.4016
N 5.5801 0.6857 -4.6484
O 5.2423 -1.5406 -4.5738
H 3.4980 0.7254 -3.6159
H 3.1118 -0.9974 -3.7762
H 5.4582 1.4737 -4.0285
H 6.5142 0.6246 -5.0277
N 2.7510 -5.7030 -3.1914
C 1.7222 -5.4269 -2.4964
N 1.1080 -6.5567 -2.2109
O 1.4134 -4.2846 -2.3490
H 2.9024 -6.6903 -3.3415
H 3.3619 -5.0417 -3.6493
H 1.4015 -7.5047 -2.3981
H 0.3422 -6.4717 -1.5578
N -7.2702 -0.9492 1.4336
C -7.4218 0.0414 0.6427
N -7.3045 1.2730 1.2108
O -7.4564 -0.0997 -0.5631
H -7.0346 -0.9208 2.4153
H -7.4227 -1.8576 1.0192
H -7.2663 1.8615 0.3908
H -7.3137 1.5727 2.1753
```

The total charge is 0. For the relative energy (zero: lowest compared OMol25 entry of this formula, charge and spin), the calculation gives 941.5 kJ/mol. The HOMO-LUMO gap comes out at 8.53 eV. The HOMO energy is -0.31117 Ha. Its structure (SMILES) is COCCNCCOC.COCCNCCOC.COCCNCCOC.NC(N)=O.NC(N)=O.NC(N)=O.NC(N)=O.NC(N)=O.NC(N)=O.

- Which formula does entry 3 have?
  C16H48O8